Entry 1:
Entry from the OMol25 dataset: a structure of composition C10H6AuCl2IN2S4 in a non-equilibrium geometry (ωB97M-V/def2-TZVPD).

Values from the calculation:
energy above the lowest of the compared OMol25 structures with the same formula, charge and spin = 11.6 kcal per mole
orbital gap = 5.968 eV
HOMO = -8.1 eV

```
26
C10H6AuCl2IN2S4, DFT ωB97M-V/def2-TZVPD
Au 1.5612 -1.1450 0.0028
Cl -1.0701 1.1805 0.2836
C -2.3665 0.0489 0.0982
C -3.6458 0.5822 0.1377
C -4.7431 -0.2420 0.0145
C -4.5506 -1.6009 -0.1392
C -3.2705 -2.1204 -0.1765
Cl -3.1145 -3.8397 -0.3686
C -2.1169 -1.3202 -0.0702
S -0.5865 -2.1955 -0.1681
H -3.7683 1.6499 0.2669
H -5.7441 0.1706 0.0411
H -5.3918 -2.2749 -0.2323
S 5.1264 -3.8681 0.7392
C 3.8910 -2.8679 0.4773
S 3.9758 -1.1696 0.4112
S 2.3067 -3.3999 0.1789
I 2.7736 4.9598 -1.7672
C 2.6250 3.2029 -0.7063
C 3.0859 2.9566 0.5635
N 2.7561 1.6822 0.8473
N 2.1123 1.0895 -0.1723
C 2.0193 2.0059 -1.1249
H 3.6214 3.5850 1.2593
H 2.9797 1.1478 1.6696
H 1.5345 1.7823 -2.0653
```

The computed natural (NBO) charges, all in e, follow:
1. Au 0.864
2. Cl -0.010
3. C -0.046
4. C -0.226
5. C -0.209
6. C -0.223
7. C -0.034
8. Cl 0.023
9. C -0.219
10. S -0.261
11. H 0.228
12. H 0.222
13. H 0.231
14. S 0.044
15. C -0.611
16. S -0.059
17. S 0.172
18. I 0.219
19. C -0.307
20. C -0.038
21. N -0.318
22. N -0.341
23. C -0.025
24. H 0.245
25. H 0.436
26. H 0.243

***

Entry 2:
Entry from the OMol25 dataset: a structure of composition C8H9AsN4O5S4W in a non-equilibrium geometry (ωB97M-V/def2-TZVPD).

Values from the calculation:
energy above the lowest of the compared OMol25 structures with the same formula, charge and spin = 0.0 kcal per mole
orbital gap = 6.358 eV
HOMO = -8.9 eV

```
32
C8H9AsN4O5S4W, DFT ωB97M-V/def2-TZVPD
W -0.4880 -1.3752 -0.2244
O 0.8504 1.1807 -0.6550
C 2.2061 1.4532 -0.3638
C 2.7548 0.1468 0.1675
N 1.7517 -0.5704 0.9886
C 2.3604 -1.8085 1.4717
C 1.2684 -2.7972 1.8143
O 1.2705 -3.5389 2.7485
O 0.3204 -2.7598 0.8745
C 1.2641 0.2541 2.1062
C -0.1467 0.7595 1.8691
O -0.5260 1.8241 2.2604
O -0.9399 -0.1386 1.2838
H 0.4256 1.9090 -1.1186
H 2.2873 2.2619 0.3684
H 2.7620 1.7423 -1.2586
H 3.6532 0.3331 0.7662
H 3.0221 -0.5128 -0.6549
H 3.0125 -1.6478 2.3316
H 2.9378 -2.2588 0.6613
H 1.9166 1.1046 2.2997
H 1.2316 -0.3477 3.0174
S -1.7193 -3.0809 -1.2202
As 1.0565 -4.0216 -2.0862
S 1.0398 -1.7686 -1.9900
S -2.5617 -2.2331 0.4461
S 2.6804 -4.5491 -0.9973
N -1.3976 0.0029 -1.3722
C -2.1218 0.8292 -1.8115
N -2.8183 1.6544 -2.4295
C -3.5600 2.6011 -1.8493
N -4.2185 3.4496 -1.4321
```

The computed natural (NBO) charges, all in e, follow:
1. W 1.366
2. O -0.722
3. C -0.077
4. C -0.241
5. N -0.414
6. C -0.348
7. C 0.795
8. O -0.522
9. O -0.715
10. C -0.356
11. C 0.800
12. O -0.544
13. O -0.725
14. H 0.505
15. H 0.179
16. H 0.194
17. H 0.202
18. H 0.235
19. H 0.223
20. H 0.259
21. H 0.229
22. H 0.243
23. S 0.008
24. As 0.751
25. S -0.448
26. S 0.037
27. S -0.454
28. N -0.663
29. C 0.735
30. N -0.577
31. C 0.409
32. N -0.362

***

Entry 3:
Entry from the OMol25 dataset: a structure of composition H8O4Rb (ωB97M-V/def2-TZVPD).

Values from the calculation:
energy above the lowest of the compared OMol25 structures with the same formula, charge and spin = 4.2 kcal per mole
orbital gap = 12.147 eV
charge = +1
HOMO = -15.4 eV

```
13
H8O4Rb, DFT ωB97M-V/def2-TZVPD
Rb -5.5743 1.1043 22.1242
O -7.4850 2.8197 23.5485
H -7.7035 3.1545 24.4282
H -8.3354 2.5953 23.1453
O -6.9912 -1.3453 21.4719
H -7.2500 -1.8206 20.6702
H -6.3185 -1.9000 21.8906
O -4.3670 2.3114 19.7772
H -3.6653 2.9231 19.5158
H -4.9282 2.2463 18.9913
O -3.0928 2.5955 22.6114
H -2.6642 2.1450 21.8703
H -2.3789 3.0453 23.0828
```

The computed natural (NBO) charges, all in e, follow:
1. Rb 0.988
2. O -0.977
3. H 0.497
4. H 0.483
5. O -0.973
6. H 0.497
7. H 0.479
8. O -0.983
9. H 0.496
10. H 0.489
11. O -0.971
12. H 0.476
13. H 0.498

***

Entry 4:
Entry from the OMol25 dataset: a structure of composition C28H64IrN3O2PSSeSi4 (ωB97M-V/def2-TZVPD).

Values from the calculation:
energy above the lowest of the compared OMol25 structures with the same formula, charge and spin = 1.5 kcal per mole
orbital gap (spin up / spin down) = 7.676 / 6.317 eV
charge = +1
multiplicity = 5
HOMO (spin up / spin down) = -9.5 / -10.5 eV

```
105
C28H64IrN3O2PSSeSi4, DFT ωB97M-V/def2-TZVPD
Ir -0.2317 -0.5354 0.2202
C -3.6941 2.0605 3.0563
Si -2.8815 0.5751 2.2517
C -1.9828 -0.4687 3.5257
C -4.1802 -0.4831 1.4142
Si -1.2906 1.4877 0.7405
Si -2.5624 2.5827 -0.9199
C -4.0461 1.5606 -1.4496
C -3.1799 4.2523 -0.3305
C -1.4749 2.8713 -2.4233
Si 0.0929 3.0069 1.9017
C 0.5302 2.2677 3.5645
C 1.6421 3.2024 0.8572
C -0.6776 4.6899 2.1901
H -4.3589 1.7070 3.8506
H -4.2984 2.6245 2.3442
H -2.9670 2.7373 3.5072
H -2.6902 -0.9166 4.2289
H -1.2582 0.1134 4.0963
H -1.4451 -1.2733 3.0170
H -4.6477 -1.1135 2.1766
H -3.7357 -1.1353 0.6630
H -4.9642 0.1141 0.9491
H -4.8594 1.6268 -0.7250
H -3.8134 0.5045 -1.5965
H -4.4172 1.9661 -2.3954
H -3.6453 4.2299 0.6552
H -3.9302 4.5997 -1.0470
H -2.3791 4.9908 -0.3070
H -1.1061 1.9277 -2.8322
H -0.6136 3.4874 -2.1565
H -2.0350 3.3964 -3.2018
H 0.7862 1.2135 3.4645
H -0.2988 2.3563 4.2707
H 1.3920 2.7878 3.9913
H 2.0865 2.2272 0.6475
H 2.3909 3.8037 1.3799
H 1.4210 3.6914 -0.0950
H -1.6714 4.6385 2.6363
H -0.7455 5.2866 1.2814
H -0.0281 5.2237 2.8904
C 5.4198 1.7207 4.5521
C 4.4586 0.8661 3.7742
C 3.4883 0.1116 4.4095
C 2.5827 -0.6807 3.7056
C 1.5675 -1.4554 4.5020
C 2.6684 -0.7018 2.3132
Se 1.4859 -1.8338 1.3013
C 3.6685 0.0159 1.6402
C 3.8594 -0.0671 0.1527
C 4.5355 0.7985 2.3860
H 5.0969 1.8419 5.5849
H 5.5142 2.7108 4.1050
H 6.4145 1.2715 4.5634
H 3.4127 0.1460 5.4912
H 2.0616 -2.2433 5.0738
H 0.8057 -1.9194 3.8794
H 1.0672 -0.8016 5.2180
H 2.9087 -0.1035 -0.3766
H 4.4001 -0.9795 -0.1151
H 4.4374 0.7838 -0.2073
H 5.2970 1.3732 1.8694
O -1.7314 -2.1929 0.0989
S -1.2424 -3.5750 -0.3562
C -2.7609 -4.3777 -0.8997
C -3.4807 -4.7915 0.3769
C -2.4020 -5.4663 1.2194
C -1.1784 -4.5463 1.1859
H -2.4628 -5.2420 -1.4983
H -3.2784 -3.6601 -1.5344
H -4.3224 -5.4486 0.1633
H -3.8643 -3.9022 0.8814
H -2.1479 -6.4338 0.7818
H -2.7177 -5.6449 2.2461
H -0.2196 -5.0574 1.2471
H -1.2077 -3.7712 1.9536
C 0.8668 1.0888 -5.1674
N 1.0600 0.6698 -3.7880
C 1.8249 1.6140 -2.9865
P 0.8231 -0.8643 -3.2541
O 0.2132 -0.9248 -1.8842
N -0.1907 -1.6103 -4.3082
C 0.2595 -2.3625 -5.4671
C -1.6117 -1.2933 -4.2935
N 2.2719 -1.6296 -3.2454
C 3.3990 -1.2528 -4.0822
C 2.4509 -2.8778 -2.5172
H 0.3110 2.0290 -5.1895
H 0.3024 0.3458 -5.7242
H 1.8247 1.2495 -5.6738
H 1.3885 2.6077 -3.0852
H 2.8703 1.6602 -3.3105
H 1.7885 1.3360 -1.9367
H 1.3420 -2.4689 -5.4606
H -0.0296 -1.8630 -6.3975
H -0.1829 -3.3616 -5.4683
H -1.8806 -0.8199 -3.3507
H -2.1947 -2.2115 -4.3970
H -1.8812 -0.6234 -5.1169
H 3.1668 -0.3734 -4.6778
H 3.6621 -2.0666 -4.7651
H 4.2748 -1.0306 -3.4669
H 1.5915 -3.0654 -1.8769
H 3.3370 -2.8138 -1.8816
H 2.5771 -3.7174 -3.2081
```

These are the Löwdin partial charges, in e, on atoms 1 to 99:
1. Ir 0.773
2. C -0.199
3. Si 0.350
4. C -0.212
5. C -0.204
6. Si 0.292
7. Si 0.342
8. C -0.214
9. C -0.205
10. C -0.220
11. Si 0.348
12. C -0.202
13. C -0.209
14. C -0.206
15. H 0.042
16. H 0.024
17. H 0.018
18. H 0.041
19. H 0.012
20. H -0.007
21. H 0.038
22. H -0.003
23. H 0.020
24. H 0.022
25. H 0.021
26. H 0.036
27. H 0.019
28. H 0.040
29. H 0.020
30. H 0.005
31. H 0.021
32. H 0.041
33. H 0.003
34. H 0.033
35. H 0.043
36. H 0.001
37. H 0.039
38. H 0.024
39. H 0.022
40. H 0.020
41. H 0.040
42. C -0.042
43. C -0.257
44. C -0.015
45. C -0.316
46. C -0.069
47. C -0.496
48. Se 0.728
49. C -0.310
50. C -0.088
51. C -0.010
52. H 0.077
53. H 0.082
54. H 0.087
55. H 0.126
56. H 0.092
57. H 0.016
58. H 0.085
59. H 0.014
60. H 0.087
61. H 0.085
62. H 0.124
63. O -0.711
64. S 0.946
65. C -0.307
66. C -0.220
67. C -0.212
68. C -0.298
69. H 0.103
70. H 0.100
71. H 0.123
72. H 0.112
73. H 0.118
74. H 0.122
75. H 0.093
76. H 0.085
77. C -0.082
78. N -0.301
79. C -0.089
80. P 0.517
81. O -0.466
82. N -0.305
83. C -0.087
84. C -0.085
85. N -0.295
86. C -0.088
87. C -0.085
88. H 0.091
89. H 0.066
90. H 0.088
91. H 0.078
92. H 0.091
93. H 0.061
94. H 0.072
95. H 0.087
96. H 0.090
97. H 0.071
98. H 0.088
99. H 0.088

***

Entry 5:
Entry from the OMol25 dataset: a cluster of 2 separate species, C4H13NOS in total in a non-equilibrium geometry (ωB97M-V/def2-TZVPD).

Values from the calculation:
energy above the lowest of the compared OMol25 structures with the same formula, charge and spin = 21.8 kcal per mole
orbital gap = 9.931 eV
HOMO = -9.1 eV

```
20
C4H13NOS, DFT ωB97M-V/def2-TZVPD
N -0.3181 1.6247 -0.7502
C -1.5045 0.7556 -0.7812
C -1.2523 -0.4881 -1.5810
S -2.8113 -1.3780 -1.8538
H -0.3005 2.2279 0.0574
H -0.0859 2.1069 -1.6032
H -1.7613 0.5122 0.2480
H -2.3569 1.3329 -1.1615
H -0.5306 -1.1026 -1.0494
H -0.7756 -0.2870 -2.5451
H -2.3251 -2.6079 -1.6628
C 1.2733 -0.8017 2.1829
C 2.0432 -0.0437 1.1240
O 1.4260 -0.0918 -0.1232
H 1.8264 -0.7460 3.1222
H 1.1534 -1.8564 1.9497
H 0.3053 -0.3421 2.3634
H 2.1824 0.9872 1.4770
H 3.0469 -0.4447 0.9792
H 0.7652 0.6426 -0.3925
```

The computed natural (NBO) charges, all in e, follow:
1. N -0.834
2. C -0.225
3. C -0.543
4. S -0.051
5. H 0.385
6. H 0.384
7. H 0.207
8. H 0.182
9. H 0.259
10. H 0.211
11. H 0.132
12. C -0.626
13. C -0.051
14. O -0.808
15. H 0.201
16. H 0.207
17. H 0.192
18. H 0.137
19. H 0.164
20. H 0.478

***

Question: The highest energy above the lowest of the compared OMol25 structures with the same formula, charge and spin belongs to which entry?
Answer: C4H13NOS